(1)
65
Properties=species:S:1:pos:R:3:lowdin_charge:R:1 method="wB97M-V/def2-TZVPD" orbital_gap_ev="6.90 / 6.97" charge=+2 multiplicity=2 homo_energy_ev="-13.34 / -13.35"
Fe 0.858 -0.402 0.119 0.711
N 1.330 -2.171 1.477 0.029
C 1.879 -3.298 0.671 -0.166
C 1.804 -2.978 -0.820 -0.138
N 1.967 -1.533 -1.090 -0.118
C 3.363 -1.039 -1.103 -0.131
C 3.796 -0.756 0.319 -0.154
N 2.747 0.090 0.942 0.028
H 0.499 -2.475 1.969 0.097
H 1.988 -1.918 2.205 0.101
H 2.902 -3.501 0.980 0.115
H 1.319 -4.211 0.867 0.130
H 2.547 -3.557 -1.374 0.137
H 0.827 -3.250 -1.215 0.109
H 1.537 -1.342 -1.993 0.122
H 4.027 -1.753 -1.592 0.140
H 3.369 -0.115 -1.680 0.131
H 3.902 -1.672 0.896 0.106
H 4.765 -0.257 0.342 0.140
H 2.843 0.115 1.953 0.128
H 2.900 1.053 0.649 0.099
Br 2.647 6.649 0.845 0.820
C 2.177 4.908 0.327 -0.689
C 2.484 4.456 -0.963 -0.074
C 2.148 3.183 -1.369 0.015
C 1.492 2.304 -0.495 -0.335
O 1.204 1.086 -0.929 -0.187
C 1.177 2.762 0.799 -0.148
C 0.355 1.989 1.682 -0.024
N -0.063 0.789 1.457 0.051
C -1.095 0.245 2.289 -0.162
C -1.637 0.822 3.407 0.016
C -2.688 0.186 4.102 -0.030
C -3.217 -0.993 3.664 0.002
C -2.706 -1.596 2.492 -0.133
C -3.221 -2.789 1.935 0.031
C -2.696 -3.269 0.768 -0.009
C -1.636 -2.568 0.162 -0.114
N -1.111 -1.476 0.669 0.018
C -1.641 -0.973 1.815 -0.169
C 1.522 4.071 1.193 -0.060
H 2.996 5.120 -1.647 0.118
H 2.389 2.843 -2.368 0.129
H 0.007 2.515 2.567 0.132
H -1.294 1.771 3.793 0.114
H -3.082 0.661 4.990 0.124
H -4.030 -1.469 4.196 0.131
H -4.035 -3.302 2.433 0.135
H -3.074 -4.168 0.303 0.122
H -1.226 -2.909 -0.780 0.109
H 1.256 4.414 2.185 0.121
O -0.387 -0.678 -1.730 -0.569
S -1.504 0.369 -1.744 1.019
C -2.996 -0.427 -2.396 -0.284
C -3.568 0.504 -3.483 -0.201
C -2.781 1.821 -3.449 -0.223
C -1.331 1.437 -3.173 -0.299
H -3.667 -0.592 -1.555 0.090
H -2.679 -1.393 -2.788 0.099
H -4.632 0.671 -3.334 0.120
H -3.446 0.031 -4.456 0.121
H -3.152 2.473 -2.654 0.120
H -2.865 2.375 -4.381 0.127
H -0.672 2.263 -2.913 0.092
H -0.895 0.853 -3.986 0.118


(2)
17
Properties=species:S:1:pos:R:3:lowdin_charge:R:1 method="wB97M-V/def2-TZVPD" orbital_gap_ev="2.61 / 5.35" charge=-1 multiplicity=2 e_above_lowest_kcal_mol=24.93 homo_energy_ev="-0.13 / -2.89"
C 0.566 -0.009 -0.899 -0.272
C -0.437 -1.063 -1.265 -0.319
O -0.136 -2.381 -0.788 -0.078
C 0.576 0.399 0.597 -0.591
S -1.093 0.734 1.367 0.161
S -0.965 -0.191 3.343 -0.103
H 0.450 0.888 -1.504 0.099
H 1.542 -0.501 -1.013 0.105
H -1.459 -0.831 -0.933 0.080
H -0.492 -1.154 -2.353 0.103
H 0.284 -2.277 0.051 0.049
H 1.223 1.261 0.726 0.049
H 0.860 -0.462 1.207 0.001
H 0.140 -0.919 2.980 -0.284
H 3.434 2.350 -6.181 0.013
H 2.065 2.422 -5.699 0.032
O 2.779 1.787 -5.795 -0.047


(3)
9
Properties=species:S:1:pos:R:3:lowdin_charge:R:1 method="wB97M-V/def2-TZVPD" orbital_gap_ev=7.01 smiles="O=C(S)C(=S)C=S" charge=0 multiplicity=1 e_above_lowest_kcal_mol=33.50 homo_energy_ev=-9.34
O -0.437 -1.064 1.582 0.035
C -0.651 -0.534 0.532 -0.891
S -1.823 -1.113 -0.683 0.829
C 0.090 0.723 0.120 -0.842
S -0.686 2.146 -0.010 0.822
C 1.552 0.624 -0.102 -0.676
S 2.356 -0.766 -0.294 0.784
H -2.107 -2.205 0.030 -0.107
H 2.097 1.563 -0.196 0.046